No. 1
The following is a DFT calculation (ωB97M-V/def2-TZVPD) of a structure of composition C17H17N9OS2SeW.

- ⟨S²⟩: 2.089
- Relative energy (zero: lowest compared OMol25 entry of this formula, charge and spin): 16.4 kcal/mol
- 2S+1: 3
- Gap between HOMO and LUMO (alpha / beta): 0.23053 / 0.20808 hartree
- E_HOMO (alpha / beta): -13.8 / -14.3 eV
- Charge: +2

The geometry in XYZ format:
```
48
Properties=species:S:1:pos:R:3:mulliken_spin:R:1
W 0.11981 0.66864 0.19978 0.948
N -4.27156 1.36728 0.42765 0.136
C -3.04300 0.89092 0.41600 0.008
S -1.79596 1.64800 1.32475 0.046
N -2.87048 -0.25181 -0.28295 0.372
N -1.62749 -0.69815 -0.31556 0.138
C -1.56715 -1.94570 -0.80798 -0.015
C -0.42180 -2.71288 -0.97605 0.110
C -0.58684 -4.06205 -1.41826 -0.015
C 0.48502 -4.88102 -1.56549 0.038
C 1.77958 -4.38227 -1.28163 0.066
C 1.98646 -3.09055 -0.86966 -0.029
C 0.90098 -2.21656 -0.71357 0.107
O 1.11026 -0.98458 -0.36082 0.114
H -4.50808 2.20535 0.93530 -0.003
H -5.00154 0.86336 -0.05728 -0.003
H -2.52696 -2.37859 -1.07308 -0.006
H -1.58907 -4.41663 -1.62252 -0.003
H 0.36130 -5.90271 -1.89358 0.001
H 2.63213 -5.03918 -1.39788 0.002
H 2.98389 -2.72541 -0.66823 0.000
C 5.72088 -0.54885 2.80771 0.000
C 4.29077 -0.66762 3.16682 0.001
N 3.81180 -1.18170 4.25009 0.000
N 2.46303 -1.05689 4.12922 0.001
C 2.08113 -0.47753 2.99575 0.007
S 0.44632 -0.18097 2.59809 -0.001
N 3.24854 -0.21553 2.36199 0.002
N 3.33338 0.44313 1.14345 0.004
H 6.31418 -0.97830 3.61052 0.000
H 6.01118 0.49470 2.67991 0.000
H 5.94148 -1.08398 1.88330 0.000
H 1.85690 -1.39524 4.86140 0.000
H 3.91246 1.26918 1.24484 0.001
H 3.73148 -0.17089 0.44233 -0.001
Se -0.39090 1.21576 -2.23178 -0.185
N 0.89179 2.25807 0.13450 -0.079
C 1.07461 3.48096 -0.37898 0.057
C 1.62023 4.52388 0.37631 -0.041
C 1.81649 5.75808 -0.19856 0.071
C 1.49368 6.00902 -1.55074 -0.020
C 0.95304 5.02003 -2.31123 0.035
C 0.69660 3.72483 -1.75791 0.038
N 0.12134 2.85099 -2.55952 0.094
H 1.87239 4.33866 1.41140 0.000
H 2.23374 6.55643 0.40140 0.002
H 1.67416 6.98800 -1.97128 0.001
H 0.68511 5.17371 -3.34746 -0.002
```

No. 2
The following is a DFT calculation (ωB97M-V/def2-TZVPD) of a structure of composition C20H33O23S3Zn.

- Gap between HOMO and LUMO: 0.37892 hartree
- E_HOMO: -12.3 eV
- Charge: +1

The geometry in XYZ format:
```
80
Properties=species:S:1:pos:R:3:mulliken_charge:R:1
Zn -1.11435 -3.94783 -2.76092 0.030
C -1.80489 -0.05191 -2.25287 -0.849
C -1.46145 -1.60152 -2.18636 1.850
O -1.95230 -2.32585 -1.31850 -0.636
O -0.79694 -2.03709 -3.19187 -0.811
H -1.70213 0.35835 -1.19956 0.105
H -2.82651 0.02452 -2.58030 0.340
H -1.15563 0.43957 -3.02030 0.308
C 7.38458 0.17490 1.65257 -0.284
C 7.54493 0.63473 0.18159 -0.298
O 6.57417 -0.08132 -0.62530 -0.286
S 5.58951 -0.91125 0.26724 1.183
O 5.41672 -2.19789 -0.31800 -0.573
O 4.38840 -0.12456 0.48537 -0.541
O 6.52980 -1.05090 1.55414 -0.322
H 6.79965 0.87583 2.25132 0.252
H 8.30773 -0.03249 2.14864 0.327
H 8.61204 0.49071 -0.13066 0.285
H 7.32971 1.72553 0.09555 0.270
C -2.70351 4.00794 2.29398 -0.232
C -2.50426 2.50316 2.33280 -0.156
O -3.30513 1.97005 1.24934 -0.352
S -3.95154 3.14435 0.31910 1.119
O -5.40610 3.16735 0.32056 -0.598
O -3.41693 3.06769 -1.01615 -0.554
O -3.27049 4.34264 1.05231 -0.186
H -1.79723 4.65093 2.28265 0.163
H -3.36493 4.41167 3.06859 0.251
H -2.89080 2.20116 3.28905 0.283
H -1.54042 2.04102 2.19050 0.250
C 3.97258 -2.44884 6.90855 -0.430
C 4.09858 -0.95488 6.51675 -0.241
O 3.28451 -1.02563 5.27892 -0.275
S 2.20367 -2.15476 5.27453 1.082
O 2.41545 -3.03248 4.17138 -0.503
O 0.88094 -1.65026 5.34164 -0.558
O 2.57713 -2.68625 6.72684 -0.282
H 4.19519 -2.67161 7.93977 0.343
H 4.62803 -3.12791 6.36694 0.272
H 5.15343 -0.73356 6.32759 0.300
H 3.62320 -0.28089 7.25081 0.281
C 0.53965 -1.59093 1.65645 -0.832
C 1.25761 -2.21162 0.47713 0.203
C 2.26713 -3.36999 0.78772 -0.118
O 1.74481 -4.57489 0.13177 -0.370
C 0.78687 -4.08835 -0.64063 0.792
O 0.16015 -4.74314 -1.46551 -0.600
O 0.48824 -2.86573 -0.46706 -0.218
H 0.14191 -0.59050 1.40614 0.231
H 1.24052 -1.59107 2.47361 0.053
H -0.35184 -2.23419 1.90574 0.315
H 1.78148 -1.37937 -0.10476 0.182
H 2.20020 -3.56861 1.85802 0.216
H 3.28658 -3.26815 0.58926 0.285
C -6.11085 -4.62172 -5.97525 -1.480
C -4.66136 -5.04912 -5.85199 0.445
C -3.71038 -3.77535 -6.05166 -0.498
O -2.55960 -4.22193 -5.29756 -0.235
C -2.93874 -5.03880 -4.37068 1.098
O -2.22418 -5.39144 -3.45241 -0.651
O -4.15686 -5.44754 -4.47892 -0.298
H -6.34834 -4.10382 -6.90377 0.382
H -6.51319 -4.15554 -5.14859 0.433
H -6.76460 -5.53670 -6.02089 0.359
H -4.35746 -5.83154 -6.55267 0.321
H -4.15815 -2.83601 -5.60998 0.316
H -3.34264 -3.75058 -7.08604 0.329
C -3.44469 7.16016 -0.99992 -1.248
C -1.99786 6.69398 -1.05932 0.457
C -0.74459 7.63656 -1.37219 -0.441
O 0.26690 7.07268 -0.59434 -0.345
C -0.28172 6.31364 0.38412 0.614
O 0.40608 5.77095 1.16375 -0.529
O -1.63431 6.29505 0.29753 -0.230
H -3.93036 7.22887 -1.93079 0.435
H -3.59665 8.07631 -0.40294 0.308
H -4.04891 6.31649 -0.59547 0.194
H -1.89062 5.91346 -1.77599 0.228
H -0.85718 8.68376 -1.02926 0.275
H -0.48741 7.57231 -2.43083 0.294
```

no.,strongest force on any atom (hartree/bohr),total energy (Ha)
1,0.01285,-4490.433808
2,0.07557,-5486.055904